Entry from the Open Molecules 2025 dataset: a 2-piece molecular cluster, C3H7NO overall (ωB97M-V with the def2-TZVPD basis set).

Properties
Largest force on an atom (Eh/bohr): 0.014
HOMO-LUMO gap (eV): 11.1
SMILES: CN=C=O.C
Charge: 0
ΔE to the lowest compared entry with this formula, charge and spin (kcal/mol): 20.8
E_HOMO (hartree): -0.3821

XYZ file:
```
12
Properties=species:S:1:pos:R:3:forces:R:3
C 1.908 0.272 -0.256 0.07 0.24 0.01
N 1.348 -1.046 -0.375 -0.49 -0.41 -0.26
C 0.408 -1.597 -0.879 -0.03 -0.09 -0.02
O -0.471 -2.241 -1.326 0.56 0.39 0.27
C -1.873 0.554 0.699 -0.02 0.00 -0.02
H 1.745 0.861 -1.164 0.02 -0.09 0.13
H 2.983 0.188 -0.083 -0.17 0.01 -0.02
H 1.461 0.798 0.594 0.07 -0.09 -0.13
H -1.534 -0.003 -0.178 -0.07 0.11 0.13
H -1.561 0.032 1.607 -0.04 0.07 -0.13
H -2.963 0.618 0.672 0.15 0.00 0.03
H -1.450 1.562 0.688 -0.06 -0.15 0.00
```
Forces are in eV/Å.

Löwdin population analysis, charges in e, atoms 1 to 8: -0.098 0.064 -0.352 0.131 -0.042 0.085 0.076 0.077